The following is a DFT calculation (ωB97M-V/def2-TZVPD) of a single C21H23N3O3 molecule.

The calculation puts the HOMO-LUMO gap at 0.3066 hartree. The charge is 0. As for the relative energy (zero: lowest compared OMol25 entry of this formula, charge and spin): 0.70 kcal/mol. The calculation puts the HOMO energy at -8.5 eV.

The geometry in XYZ format:
```
50
Properties=species:S:1:pos:R:3:forces:R:3:mulliken_charge:R:1
C -0.195529 -4.464984 -1.857179 -0.077 0.230 0.013 -1.4773
C -1.010088 -3.336709 -1.236543 -0.014 -0.299 0.063 0.3266
C -2.175649 -3.879053 -0.413317 -0.034 0.358 -0.148 -1.1195
C -3.090994 -2.787238 0.142411 0.123 -0.196 0.078 -0.4525
C -2.423798 -1.901693 1.209900 -0.099 -0.383 0.102 -1.4285
N -2.078840 -0.574647 0.717961 0.223 -0.167 0.092 0.2301
C -0.731079 -0.280709 0.590762 -0.102 0.029 0.046 1.5432
O 0.092700 -1.132137 0.931617 0.159 -0.009 0.062 -0.9647
C -0.374523 1.014663 0.054653 -0.004 0.396 -0.174 -0.6178
C 1.037547 1.406529 -0.162859 -0.059 -0.269 0.105 0.8533
O 1.316096 2.522403 -0.628902 -0.031 0.249 -0.099 -0.8977
N 1.972711 0.496133 0.164304 -0.287 -0.279 0.131 0.0002
C 3.353875 0.580537 0.063689 0.577 0.388 -0.185 0.3361
C 4.047352 1.697385 -0.398813 -0.102 0.086 -0.027 -0.4467
C 5.428894 1.621856 -0.435972 0.000 -0.258 0.099 -0.6079
C 6.063916 0.463588 -0.022081 -0.063 0.076 -0.027 -0.4543
C 5.283802 -0.601049 0.423688 0.205 0.144 -0.064 0.4887
C 5.903248 -1.883475 0.885092 0.028 0.012 -0.005 -1.3387
N 3.963848 -0.532328 0.461375 -0.356 -0.142 0.071 -0.3515
C -1.359927 1.931599 -0.276985 0.373 -0.261 0.088 0.6621
O -1.099286 3.122780 -0.775030 0.071 -0.040 0.020 -0.6665
C -2.744104 1.597812 -0.070108 -0.227 -0.024 -0.004 0.5013
C -3.749195 2.527893 -0.362806 0.096 -0.106 0.034 -0.6499
C -5.070125 2.218318 -0.155245 -0.049 0.073 -0.025 -0.7105
C -5.402805 0.966211 0.354976 0.103 0.023 -0.017 -0.7494
C -4.430891 0.035298 0.644336 -0.006 -0.118 0.065 -0.7620
C -3.074781 0.326982 0.436245 -0.132 0.667 -0.220 0.2966
H -0.814299 -5.069844 -2.517727 -0.018 -0.103 -0.077 0.3619
H 0.633312 -4.063059 -2.434608 0.114 -0.050 -0.077 0.3982
H 0.210045 -5.110814 -1.081639 0.074 -0.112 0.054 0.3347
H -0.356866 -2.738967 -0.601812 -0.039 0.090 -0.034 -0.0161
H -1.397554 -2.690065 -2.028525 -0.019 0.089 0.002 0.2732
H -1.787022 -4.479794 0.411852 0.000 -0.107 0.041 0.3554
H -2.777254 -4.538038 -1.045184 0.012 -0.092 0.028 0.4328
H -3.434852 -2.161709 -0.684265 -0.107 -0.007 0.012 0.4653
H -3.969073 -3.268047 0.579148 -0.082 0.074 -0.023 0.3365
H -3.067746 -1.787173 2.085555 0.058 0.022 -0.045 0.5071
H -1.487070 -2.356559 1.537494 -0.236 0.105 0.026 0.5308
H 1.623291 -0.393181 0.544225 -0.051 0.257 -0.096 0.3185
H 3.520763 2.581243 -0.713024 -0.023 -0.002 0.002 0.4364
H 6.004632 2.466103 -0.787148 0.026 0.058 -0.024 0.4218
H 7.139657 0.379479 -0.041362 0.100 -0.023 0.003 0.3915
H 6.563206 -1.700707 1.731471 0.074 -0.050 0.059 0.3084
H 6.494287 -2.326611 0.085364 0.071 -0.078 -0.016 0.3111
H 5.122221 -2.576668 1.181727 -0.002 -0.048 0.019 0.3064
H -0.090980 3.189404 -0.844479 -0.154 -0.187 0.082 0.3582
H -3.450797 3.488938 -0.750549 -0.003 0.080 -0.030 0.4822
H -5.843692 2.935485 -0.380498 -0.056 0.073 -0.024 0.4099
H -6.439017 0.716467 0.528042 -0.075 -0.045 0.022 0.4086
H -4.732531 -0.920576 1.036128 0.016 -0.125 0.022 0.3243
```
Forces are in eV/Å.

---

The following is a DFT calculation (ωB97M-V/def2-TZVPD) of a molecular structure, C18H15BCrO3 at a distorted geometry.

The calculation puts the HOMO-LUMO gap (spin up / spin down) at 0.2597 / 0.1668 hartree. The charge is +3. As for the relative energy (zero: lowest compared OMol25 entry of this formula, charge and spin): 5.16 kcal/mol. The spin multiplicity is 4. The calculation puts the HOMO energy (spin up / spin down) at -18.0 / -18.0 eV.

The geometry in XYZ format:
```
38
Properties=species:S:1:pos:R:3:forces:R:3:mulliken_charge:R:1
O 3.507968 2.992317 -1.944614 -0.553 -5.324 1.816 -0.1113
C 3.384569 1.909405 -1.528252 0.876 6.682 -2.650 0.4639
Cr 3.105495 0.279740 -0.554068 -0.094 1.561 -0.075 -0.2061
C 1.637367 1.187356 0.191682 -5.016 3.728 2.967 0.4890
O 0.810452 1.840487 0.695721 3.549 -2.989 -2.288 -0.1877
C 4.026964 1.195959 0.833151 3.191 4.683 5.526 0.4538
O 4.463697 1.908404 1.653518 -2.112 -3.811 -4.165 -0.1161
C 4.596811 -1.027919 -1.433217 0.810 -0.750 -0.373 -0.5266
C 3.559948 -0.851067 -2.351132 0.222 -0.431 -0.957 -0.5946
C 2.232247 -1.063737 -1.979342 -1.080 -0.662 -0.946 -0.2405
C 1.876669 -1.543218 -0.695527 -0.958 -0.656 0.046 1.0447
C 0.466970 -1.686156 -0.335899 -1.481 -0.474 0.133 -1.1995
C -0.743036 -1.660469 -0.064598 3.235 1.132 -0.461 0.4164
C -1.737367 -0.724066 0.529268 -1.773 -1.579 0.063 -0.5406
C -3.009308 -0.287326 -0.148468 -0.296 -0.768 0.445 1.0748
C -4.317983 -0.227518 0.389967 -1.596 1.116 0.223 -0.5673
C -5.296535 0.519433 -0.283312 0.210 -1.185 1.301 -0.3816
C -4.992842 1.191925 -1.472739 -0.299 0.505 -1.033 -0.3414
C -3.716064 1.087536 -2.019825 2.705 -0.806 -0.299 -0.4887
C -2.761311 0.332425 -1.367228 -0.467 1.549 -1.523 -0.2235
C 2.941792 -1.677949 0.229675 -0.486 -1.370 0.903 -0.2150
C 4.277007 -1.471207 -0.148245 0.550 -0.911 0.383 -0.5583
H 5.631978 -0.835013 -1.714508 -0.221 -0.002 0.068 0.5421
H 3.787259 -0.504588 -3.355344 -0.066 0.045 0.073 0.6185
H 1.428285 -0.836847 -2.683941 0.304 -0.167 0.114 0.5933
H -1.928489 -0.915481 1.565741 0.251 -0.206 0.649 0.5851
H -4.600648 -0.583949 1.381478 0.368 -0.377 -0.331 0.4361
H -6.326007 0.613112 0.066000 0.407 -0.198 0.321 0.4414
H -5.701525 1.817169 -2.013074 -0.205 -0.168 0.378 0.4522
H -3.377726 1.601446 -2.913797 -0.543 0.136 0.030 0.4213
H -1.712399 0.353992 -1.633187 -0.162 -0.020 -0.759 0.2305
H 2.705539 -1.923132 1.266651 0.113 -0.112 -0.264 0.6275
H 5.071617 -1.605783 0.582907 -0.154 0.030 -0.019 0.6296
H -1.154706 0.126796 0.347812 0.767 1.796 0.732 -0.0273
B -2.054949 0.114333 5.266965 0.741 -0.286 -0.393 0.0777
H -2.355027 -1.104467 5.355706 0.322 1.485 -0.046 -0.0110
H -0.839120 0.456463 5.103758 -1.475 -0.529 0.256 -0.0545
H -2.887587 1.001580 5.180320 0.416 -0.669 0.156 -0.0063
```
Forces are in eV/Å.

---

The following is a DFT calculation (ωB97M-V/def2-TZVPD) of a single C6H13ClSi molecule at a distorted geometry.

The calculation puts the HOMO-LUMO gap at 0.3616 hartree. The charge is 0. As for the relative energy (zero: lowest compared OMol25 entry of this formula, charge and spin): 33.47 kcal/mol. The calculation puts the HOMO energy at -9.0 eV.

The geometry in XYZ format:
```
21
Properties=species:S:1:pos:R:3:forces:R:3:mulliken_charge:R:1
C -2.884143 -1.601533 0.212039 -0.453 1.663 1.079 -1.0597
C -1.425138 -1.161753 0.266816 -0.728 2.199 0.286 -0.2233
C -0.933642 0.127597 0.036460 -0.604 -3.190 0.325 0.2715
Cl -1.938839 1.437653 -0.603737 -0.236 -0.572 0.126 -0.2192
Si 0.882594 0.577239 -0.080372 0.461 -0.131 -0.938 0.4876
C 1.200807 0.476697 -2.021428 -0.309 -1.854 1.031 -1.0746
C 1.751066 -0.785403 0.955267 1.777 0.182 -1.286 -1.1142
C 1.110995 2.316981 0.691712 -0.500 -0.309 0.327 -0.9949
H -2.966979 -2.532407 -0.367570 -0.224 0.329 0.262 0.2978
H -3.198809 -1.780054 1.334321 0.334 0.175 -2.249 0.2507
H -3.505636 -0.747977 -0.224648 0.529 -1.471 0.570 0.2854
H -0.916313 -2.011519 0.750098 1.017 1.020 -0.503 0.2750
H 1.053760 -0.577561 -2.413360 -0.360 0.995 0.670 0.2997
H 0.574213 1.138918 -2.617905 0.181 0.147 0.168 0.3164
H 2.247622 0.582625 -2.216380 0.743 0.776 -0.232 0.3482
H 2.877394 -0.577797 1.108695 -1.607 -0.499 -0.635 0.2889
H 1.394980 -0.898298 1.947526 -0.748 0.284 1.025 0.3998
H 1.570447 -1.783555 0.490028 0.512 0.705 0.094 0.2908
H 1.487731 3.259765 0.160875 -0.225 -1.743 0.791 0.3157
H 0.028829 2.474662 0.904783 0.674 0.418 0.141 0.3012
H 1.589059 2.065718 1.686786 -0.235 0.875 -1.050 0.2573
```
Forces are in eV/Å.

---

The following is a DFT calculation (ωB97M-V/def2-TZVPD) of a single C4H13N3 molecule at a distorted geometry.

The calculation puts the HOMO-LUMO gap at 0.3580 hartree. The charge is 0. As for the relative energy (zero: lowest compared OMol25 entry of this formula, charge and spin): 43.68 kcal/mol. The calculation puts the HOMO energy at -8.7 eV.

The geometry in XYZ format:
```
20
Properties=species:S:1:pos:R:3:forces:R:3:mulliken_charge:R:1
N -1.624003 1.050868 -2.163184 0.915 -0.957 -0.111 -0.6235
C -2.023424 -0.268914 -1.672408 -0.960 -0.920 1.808 -0.4975
C -1.267858 -0.814655 -0.397877 0.790 1.517 -0.594 -0.6427
N 0.172474 -0.448353 -0.380712 -2.240 0.126 0.517 -0.3097
C 0.662136 -0.460051 1.006466 1.026 3.074 -2.889 -0.6950
C 1.960256 0.410569 1.003238 0.085 1.245 0.716 -0.5825
N 2.157371 1.140563 2.285264 1.604 -2.041 -0.740 -0.5423
H -1.508103 0.884253 -3.176457 0.541 0.870 0.883 0.2581
H -0.727784 1.220016 -1.669814 -0.305 0.187 -1.071 0.2813
H -3.050230 -0.107942 -1.259050 0.304 -0.914 -0.848 0.2278
H -1.947798 -1.078113 -2.431855 -0.460 0.649 0.240 0.2982
H -1.398510 -1.872804 -0.235511 -0.350 -0.634 -0.377 0.4387
H -1.647346 -0.359728 0.502090 -0.580 0.396 0.145 0.3601
H 0.596475 -1.107938 -0.985107 1.143 -0.621 -0.357 0.1788
H 0.815663 -1.423421 1.372991 0.461 -1.702 0.901 0.3860
H -0.048675 0.065383 1.604477 -0.634 0.197 0.426 0.4378
H 2.175187 1.180806 0.171418 -1.249 -1.502 0.888 0.2976
H 2.736507 -0.332796 0.911606 0.873 0.125 0.100 0.3080
H 1.569278 1.908414 2.548700 -0.408 -0.352 0.043 0.2028
H 2.398386 0.413843 2.965725 -0.555 1.257 0.319 0.2181
```
Forces are in eV/Å.

---

- Among the records above, which one has the highest relative energy (zero: lowest compared OMol25 entry of this formula, charge and spin)?
  C4H13N3

---

- Number 3 is which compound?
  C6H13ClSi